--- 1 ---
{"formula": "C4H6N2O2", "method": "wB97M-V/def2-TZVPD", "homo_energy_ev": -9.21, "charge": 0, "e_lumo_ev": 0.38, "symbols": ["C", "C", "C", "C", "H", "H", "H", "H", "H", "H", "N", "N", "O", "O"], "positions_angstrom": [[0.1918, 0.5768, 1.5166], [-0.6182, -0.0851, 0.5369], [-0.2475, 0.3541, -1.6944], [0.5114, 0.6610, 0.1116], [2.1593, -0.1253, 1.9887], [-0.2901, 1.1524, 2.2368], [-1.3975, 0.4401, 0.4436], [0.1353, -2.0082, -0.2161], [-0.7796, 0.8087, -2.7204], [1.3390, -0.0110, -0.1345], [-0.8283, -1.3958, -0.2163], [-0.7503, -0.8530, -1.5797], [1.0555, -0.5281, 2.0821], [0.3018, 1.3337, -1.0634]], "nbo_charge": [0.098, -0.135, 0.324, -0.001, 0.461, 0.221, 0.187, 0.357, 0.183, 0.192, -0.416, -0.334, -0.704, -0.436]}

---

--- 2 ---
{"formula": "C4H6N2O2", "method": "wB97M-V/def2-TZVPD", "homo_energy_ev": -8.82, "charge": 0, "e_lumo_ev": -0.13, "symbols": ["C", "C", "C", "C", "O", "N", "N", "O", "H", "H", "H", "H", "H", "H"], "positions_angstrom": [[-1.0568, 0.6984, 1.1422], [1.1565, 0.0332, -0.2291], [0.4742, -1.6146, -0.5737], [-0.4276, 0.6499, -0.1968], [1.7339, 0.4675, -1.3985], [-0.1058, -2.5223, -0.1101], [-0.9414, 1.1334, -1.2293], [1.7743, 0.0561, 0.8326], [2.6492, 0.7092, -1.1933], [-0.9698, -2.8710, 0.2719], [-0.3662, 1.0336, -2.0674], [-2.0225, 0.1930, 1.2067], [-1.2683, 1.7188, 1.4715], [-0.6297, 0.3148, 2.0733]], "nbo_charge": [-0.721, 0.593, 0.450, 0.250, -0.730, -0.629, -0.600, -0.659, 0.500, 0.452, 0.365, 0.228, 0.251, 0.250]}

---

--- 3 ---
{"formula": "C4H6N2O2", "method": "wB97M-V/def2-TZVPD", "homo_energy_ev": -8.79, "charge": 0, "e_lumo_ev": -1.01, "symbols": ["C", "C", "C", "C", "H", "H", "H", "H", "H", "H", "N", "N", "O", "O"], "positions_angstrom": [[1.4799, 0.2197, 0.4445], [0.1963, 0.6874, -0.2836], [-1.7276, -0.7705, -0.1941], [0.2729, -0.5410, 0.5948], [2.2456, -1.3715, -0.9204], [1.9661, 0.4814, 1.2858], [0.5572, 0.3242, -1.3305], [-1.1069, 2.2497, 0.2946], [-2.5877, -1.3180, -0.3420], [-0.3083, -0.4726, 1.5947], [-1.0562, 1.4024, -0.2484], [-2.0266, 0.4580, -0.1198], [2.6319, 0.0833, -0.5142], [-0.5367, -1.4324, -0.2615]], "nbo_charge": [0.081, -0.146, 0.273, -0.025, 0.424, 0.211, 0.219, 0.384, 0.185, 0.216, -0.433, -0.277, -0.630, -0.484]}

---

--- 4 ---
{"formula": "C4H6N2O2", "method": "wB97M-V/def2-TZVPD", "homo_energy_ev": -9.13, "charge": 0, "e_lumo_ev": 0.66, "symbols": ["N", "N", "C", "O", "C", "C", "C", "O", "H", "H", "H", "H", "H", "H"], "positions_angstrom": [[-2.5700, -0.2186, -0.0529], [-1.6104, 0.6004, 0.5711], [-0.4367, 0.1682, 0.2510], [-0.1485, -1.0586, -0.6293], [1.0433, -1.4732, -0.0589], [1.8141, -0.5173, 0.5287], [0.8644, 0.6986, 0.4294], [1.2834, 1.5306, -0.7390], [-3.3853, 0.3161, -0.2147], [-2.1625, -0.6885, -0.8668], [1.6982, -2.5355, -0.0720], [2.8741, -0.3902, 0.7703], [0.7683, 1.1045, 1.5173], [0.6808, 2.4873, -0.7162]], "nbo_charge": [-0.649, -0.222, 0.445, -0.544, 0.140, -0.324, -0.035, -0.703, 0.367, 0.372, 0.229, 0.246, 0.206, 0.474]}

---

Least stable: 3

---

--- 1 ---
{"formula": "C4H6N2O2", "method": "wB97M-V/def2-TZVPD", "homo_energy_ev": -9.26, "charge": 0, "e_lumo_ev": -1.24, "symbols": ["H", "N", "C", "C", "C", "O", "N", "C", "O", "H", "H", "H", "H", "H"], "positions_angstrom": [[2.3182, -1.5755, 1.4377], [1.4049, -1.1852, 1.8836], [0.6577, -0.5853, 0.8443], [-0.6790, -0.1498, 1.2491], [-1.8918, -0.1722, 0.4712], [-2.0422, -0.1398, -0.9081], [1.2269, 0.0487, -0.3156], [0.3987, 0.7608, -1.1626], [0.8691, 1.3519, -2.1714], [-0.3893, 0.9846, 1.6962], [-0.9057, -0.7381, 2.2813], [-2.6606, -0.2187, 1.2805], [2.4840, 0.1346, -0.5071], [-0.7981, 0.5511, -0.9407]], "nbo_charge": [0.341, -0.685, 0.435, -0.652, 0.422, -0.522, -0.654, 0.439, -0.605, 0.330, 0.304, 0.186, 0.438, 0.223]}

---

--- 2 ---
{"formula": "C4H6N2O2", "method": "wB97M-V/def2-TZVPD", "homo_energy_ev": -10.15, "charge": 0, "e_lumo_ev": -0.03, "symbols": ["O", "C", "C", "N", "O", "N", "C", "C", "H", "H", "H", "H", "H", "H"], "positions_angstrom": [[0.0755, -1.9337, -1.4197], [-0.3499, -0.7528, -1.4889], [-0.2823, 0.2586, -0.3853], [-0.8506, 1.3192, -0.6904], [-1.1375, 2.2678, 0.2133], [0.4408, 0.2766, 0.8472], [1.5709, -0.5069, 0.9350], [0.4231, -0.9558, 1.6909], [-0.6582, -0.2783, -2.4709], [-0.5047, 1.9883, 0.8328], [2.3387, 0.0678, 1.3420], [1.8615, -1.2779, 0.2486], [0.2764, -0.8006, 2.7726], [-0.1194, -1.8008, 1.3176]], "nbo_charge": [-0.535, 0.376, 0.182, -0.065, -0.483, -0.466, -0.250, -0.241, 0.162, 0.468, 0.205, 0.224, 0.208, 0.217]}

---

Least stable: 1

---

--- 1 ---
{"formula": "C4H6N2O2", "method": "wB97M-V/def2-TZVPD", "homo_energy_ev": -9.31, "charge": 0, "e_lumo_ev": 0.17, "symbols": ["N", "N", "C", "C", "C", "O", "C", "O", "H", "H", "H", "H", "H", "H"], "positions_angstrom": [[1.8308, 1.1092, -0.5921], [1.7133, 0.6074, 0.6658], [1.3589, -0.6496, 0.7100], [0.7638, -1.3415, -0.4223], [-0.6350, -1.1089, -0.7706], [-1.2489, -0.8113, 0.3783], [-1.9195, 0.4151, 0.3756], [-1.7187, 1.4114, -0.2752], [0.9878, 0.6958, -0.8586], [1.6099, 2.2173, -0.4171], [1.1450, -1.1584, 1.8581], [1.5195, -1.3122, -1.1426], [-1.1849, -1.5136, -1.5231], [-2.5547, 0.3636, 1.3868]], "nbo_charge": [-0.623, -0.231, -0.027, -0.299, 0.141, -0.517, 0.652, -0.541, 0.350, 0.360, 0.195, 0.216, 0.194, 0.129]}

---

--- 2 ---
{"formula": "C4H6N2O2", "method": "wB97M-V/def2-TZVPD", "homo_energy_ev": -10.62, "charge": 0, "e_lumo_ev": 0.36, "symbols": ["C", "N", "C", "C", "N", "C", "O", "O", "H", "H", "H", "H", "H", "H"], "positions_angstrom": [[-1.8314, 0.6452, 0.1277], [-0.6122, 0.1097, -0.4954], [0.5433, -0.0572, 0.4247], [1.6253, 1.0998, 0.3411], [2.4510, 1.8936, 0.2012], [1.2756, -1.3477, 0.0533], [2.2880, -1.6098, 0.6489], [0.7965, -2.1369, -0.9965], [-1.6775, 1.5832, 0.6692], [-2.7610, 0.9029, -0.6400], [-2.2725, -0.1503, 0.8063], [-0.3687, 0.8187, -1.2509], [0.3579, -0.2134, 1.5369], [0.1857, -1.5379, -1.4266]], "nbo_charge": [-0.426, -0.654, -0.233, 0.255, -0.294, 0.766, -0.537, -0.658, 0.190, 0.219, 0.207, 0.387, 0.283, 0.497]}

---

--- 3 ---
{"formula": "C4H6N2O2", "method": "wB97M-V/def2-TZVPD", "homo_energy_ev": -10.19, "charge": 0, "e_lumo_ev": 0.40, "symbols": ["H", "N", "C", "C", "O", "O", "N", "C", "C", "H", "H", "H", "H", "H"], "positions_angstrom": [[-0.1032, -1.1522, -2.3254], [0.0944, -0.0791, -2.1508], [0.0565, -0.1393, -0.8274], [-0.0369, 1.1699, 0.1052], [-0.3553, 1.3596, 1.2338], [0.3845, 2.1052, -0.7261], [-0.0565, -1.4389, -0.2063], [-0.8156, -1.5219, 1.1624], [0.6709, -1.5978, 1.1507], [0.2891, 2.8944, -0.2640], [-1.1644, -0.5884, 1.8259], [-1.2958, -2.5560, 1.0724], [1.3588, -2.5286, 1.0668], [1.1661, -0.6279, 1.5164]], "nbo_charge": [0.356, -0.557, 0.291, 0.747, -0.584, -0.632, -0.469, -0.304, -0.272, 0.484, 0.272, 0.233, 0.228, 0.207]}

---

Least stable: 1

---

--- 1 ---
{"formula": "C4H6N2O2", "method": "wB97M-V/def2-TZVPD", "homo_energy_ev": -8.58, "charge": 0, "e_lumo_ev": 0.75, "symbols": ["C", "C", "C", "C", "N", "N", "O", "O", "H", "H", "H", "H", "H", "H"], "positions_angstrom": [[2.1037, 0.0930, 0.0345], [-0.7709, 0.8337, 0.7145], [-1.5970, -0.4155, 0.7072], [0.7176, -0.0117, -0.4085], [1.7179, 0.6804, -1.1029], [0.0998, -1.2276, -0.7981], [2.8623, -0.1265, 0.9014], [-0.8292, -1.5744, 0.1452], [-1.2199, 1.6933, 0.1422], [-0.1732, 0.9879, 1.5467], [-1.8740, -0.7299, 1.6948], [-2.5121, -0.2876, -0.0279], [1.8064, 1.3884, -1.7908], [-0.3316, -1.3036, -1.7584]], "nbo_charge": [0.683, -0.467, -0.138, 0.212, -0.619, -0.327, -0.527, -0.381, 0.218, 0.211, 0.209, 0.171, 0.412, 0.345]}

---

--- 2 ---
{"formula": "C4H6N2O2", "method": "wB97M-V/def2-TZVPD", "homo_energy_ev": -9.11, "charge": 0, "e_lumo_ev": 0.43, "symbols": ["N", "C", "C", "C", "O", "C", "N", "O", "H", "H", "H", "H", "H", "H"], "positions_angstrom": [[-2.2095, -1.0351, -0.1139], [-0.8972, -1.2926, -0.1577], [0.1469, -0.4190, -0.0498], [1.4580, -1.0525, 0.0308], [2.5337, -0.5634, 0.3698], [-0.0123, 1.0504, -0.1004], [-1.1220, 1.5465, 0.5549], [0.7720, 1.7498, -0.7052], [-2.9281, -1.7796, -0.2241], [-2.5569, -0.0878, -0.2076], [-0.6548, -2.3429, -0.1487], [1.4026, -2.1930, -0.1742], [-1.3957, 1.0376, 1.3971], [-1.1642, 2.5772, 0.6159]], "nbo_charge": [-0.784, 0.139, -0.387, 0.420, -0.534, 0.658, -0.861, -0.560, 0.405, 0.414, 0.204, 0.087, 0.392, 0.408]}

---

Least stable: 1

---

--- 1 ---
{"formula": "C4H6N2O2", "method": "wB97M-V/def2-TZVPD", "homo_energy_ev": -7.94, "charge": 0, "e_lumo_ev": 0.54, "symbols": ["C", "C", "O", "N", "C", "N", "C", "O", "H", "H", "H", "H", "H", "H"], "positions_angstrom": [[-1.7807, 0.8623, -0.4244], [-1.3081, -0.4171, -0.3482], [-1.5784, -1.5132, -0.7464], [0.3947, -0.2344, 0.1785], [1.2672, -1.4004, 0.2366], [0.7290, 0.8976, 1.0900], [0.7647, 1.1742, -0.2531], [1.3313, 1.7619, -1.1045], [-1.9731, 1.5501, 0.3792], [-2.1499, 1.1940, -1.3851], [2.3159, -1.1097, 0.1971], [1.0511, -1.9510, 1.1525], [1.0036, -2.0248, -0.6144], [-0.0672, 1.2103, 1.6422]], "nbo_charge": [-0.880, 0.687, -0.531, -0.289, -0.425, -0.471, 0.841, -0.484, 0.227, 0.251, 0.217, 0.217, 0.242, 0.399]}

---

--- 2 ---
{"formula": "C4H6N2O2", "method": "wB97M-V/def2-TZVPD", "homo_energy_ev": -7.36, "charge": 0, "e_lumo_ev": 0.08, "symbols": ["C", "C", "C", "C", "H", "H", "H", "H", "H", "H", "N", "N", "O", "O"], "positions_angstrom": [[0.2704, -1.0705, 0.0373], [-1.3156, -0.7191, 0.1173], [-1.1355, 0.6702, 0.1430], [0.9682, 0.1092, -0.0111], [1.7815, -2.0378, -0.9828], [0.2638, -2.8345, -0.2860], [-2.0669, -1.3762, 0.4937], [-2.9068, 0.7121, 1.0248], [0.0956, 2.3093, -0.0927], [2.5675, 0.5970, 0.6938], [1.0706, -2.2412, -0.0870], [-0.0046, 1.1510, -0.2697], [-2.2252, 1.4791, 0.2153], [2.2349, 0.5612, -0.2244]], "nbo_charge": [0.078, -0.477, 0.473, 0.270, 0.380, 0.373, 0.224, 0.487, 0.420, 0.488, -0.819, -0.569, -0.648, -0.679]}

---

Least stable: 2

---

--- 1 ---
{"formula": "C6H11N2", "method": "wB97M-V/def2-TZVPD", "homo_energy_ev": [-12.11, -12.11], "charge": 1, "e_lumo_ev": [-4.20, -4.20], "symbols": ["C", "C", "C", "C", "C", "C", "N", "N", "H", "H", "H", "H", "H", "H", "H", "H", "H", "H", "H"], "positions_angstrom": [[-0.8761, 1.3684, -0.0445], [0.1984, 1.1932, 1.0634], [-1.6795, 0.1162, -0.1021], [3.0321, -0.1163, -0.7129], [0.9474, 0.1657, 0.4359], [-1.0159, -1.1442, 0.3515], [2.1290, 0.1216, 0.1706], [-0.9696, -2.1203, -0.5619], [-1.5068, 2.3058, 0.3192], [-0.3603, 1.7169, -1.0094], [0.8604, 1.9502, 1.3930], [-0.2315, 0.7230, 2.0099], [-2.6227, 0.1043, 0.5225], [-1.9575, -0.0992, -1.1305], [2.8006, 0.3227, -1.6851], [4.0998, -0.2914, -0.4808], [-0.8640, -1.4955, 1.3994], [-1.1329, -1.7532, -1.5838], [-0.8508, -3.0680, -0.3541]], "nbo_charge": [-0.406, -0.496, -0.486, -0.112, 0.265, 0.233, -0.296, -0.696, 0.263, 0.241, 0.244, 0.239, 0.267, 0.225, 0.196, 0.227, 0.246, 0.418, 0.427]}

---

--- 2 ---
{"formula": "C6H11N2", "method": "wB97M-V/def2-TZVPD", "homo_energy_ev": -11.78, "charge": 1, "e_lumo_ev": -3.63, "symbols": ["N", "C", "C", "C", "C", "C", "N", "C", "H", "H", "H", "H", "H", "H", "H", "H", "H", "H", "H"], "positions_angstrom": [[-0.0325, -0.5220, -2.5378], [-1.0796, -0.5323, -1.4438], [-0.5120, -1.0676, -0.1548], [0.2199, -0.0367, 0.6824], [1.0183, -0.3059, 1.8319], [1.2588, 0.8352, 2.5042], [0.5859, 1.8478, 1.8243], [-0.0796, 1.3018, 0.7190], [-0.2840, -1.0890, -3.3472], [0.1720, 0.4408, -2.8045], [0.8055, -0.9681, -2.1560], [-1.7177, 0.3621, -1.3880], [-1.8397, -1.2560, -1.7850], [-1.3065, -1.4464, 0.4922], [-0.0059, -2.0324, -0.2444], [1.3383, -1.2951, 2.1312], [1.4825, 0.9873, 3.5408], [0.6426, 2.8288, 2.0352], [-0.6662, 1.9478, 0.1005]], "nbo_charge": [-0.675, -0.236, -0.465, -0.145, -0.290, -0.038, -0.501, -0.082, 0.448, 0.452, 0.452, 0.252, 0.232, 0.263, 0.235, 0.231, 0.233, 0.424, 0.209]}

---

Least stable: 1